Record 1
This record from the Open Molecules 2025 dataset describes a cluster of 2 separate species, C5H2N2O3 in total. The level of theory is ωB97M-V with the def2-TZVPD basis set.

XYZ file:
```
12
Properties=species:S:1:pos:R:3:forces:R:3:mulliken_charge:R:1
C -0.7140 -2.1505 -1.6727 -1.37 -0.62 -0.04 0.635
C 0.1279 1.6407 0.8846 -0.38 1.73 0.46 -0.066
C 0.4938 0.5604 1.5995 -0.35 1.74 0.01 -0.498
C -0.1814 1.2580 -0.5190 -1.96 0.71 -2.59 0.421
C 0.6184 -0.5781 0.5991 0.66 -1.22 1.57 0.538
N -1.6881 -2.7630 -1.5320 -0.69 -0.65 0.34 -0.360
N 0.3438 -0.0295 -0.6136 0.43 -1.39 -2.41 -0.035
O -0.8231 1.8889 -1.3396 1.40 -0.93 1.44 -0.515
O 0.9426 -1.7140 0.7991 -0.11 0.06 0.25 -0.512
O 0.2751 -1.4962 -1.9535 1.77 3.61 1.62 -0.330
H -0.0661 2.7742 1.0565 0.48 -2.35 0.32 0.330
H 0.6709 0.6091 2.6913 0.11 -0.70 -0.97 0.392
```
Positions in Å, forces in eV/Å.

Results
- Molecular weight: 138.08 u
- Energy relative to the best compared isomer or geometry (same formula, charge and spin): 519.5 kJ/mol
- Max |F|: 4.3 eV Å⁻¹
- E: -14334.204 eV
- Kohn-Sham gap (spin up / spin down): 7.01 / 7.01 eV

Record 2
This record from the Open Molecules 2025 dataset describes a cluster of 2 separate species, C4H8N2O2 in total. The level of theory is ωB97M-V with the def2-TZVPD basis set.

XYZ file:
```
16
Properties=species:S:1:pos:R:3:forces:R:3:mulliken_charge:R:1
C -1.4585 -0.7324 0.5974 0.35 0.02 -0.19 -1.126
C 0.0241 -0.5511 0.6150 -0.15 0.06 0.36 0.329
N 2.1498 -0.1052 1.6785 0.06 0.00 -0.15 -0.623
C 0.7466 -0.2552 1.6938 -0.05 -0.12 -0.26 0.020
O 0.6065 -0.6965 -0.6374 -0.02 0.00 0.25 -0.625
H 1.5525 -0.8387 -0.5212 0.07 -0.11 -0.08 0.305
H 2.4876 0.4548 0.9044 0.01 0.10 0.19 0.198
H 2.5080 0.2592 2.5484 0.05 -0.01 -0.12 0.251
H 0.2682 -0.2009 2.6576 -0.11 0.02 0.05 0.321
H -1.7074 -1.7078 0.1820 -0.08 -0.08 -0.01 0.290
H -1.9259 0.0254 -0.0314 -0.10 0.03 -0.01 0.288
H -1.8596 -0.6567 1.6027 -0.04 0.02 0.07 0.329
N -0.8577 0.5497 -2.7485 -0.11 -0.90 0.01 -0.446
C -0.9673 1.6980 -3.0305 -0.20 -0.21 -0.21 0.472
O -1.1961 2.7543 -3.4478 -0.02 1.17 -0.18 -0.440
H -0.3708 0.0031 -2.0630 0.34 0.01 0.28 0.457
```
Positions in Å, forces in eV/Å.

Results
- Molecular weight: 116.12 u
- Energy relative to the best compared isomer or geometry (same formula, charge and spin): 152.5 kJ/mol
- Max |F|: 1.2 eV Å⁻¹
- Structure (SMILES): C/C(O)=C/N.N=C=O
- E: -11352.533 eV
- Kohn-Sham gap: 8.77 eV

Record 3
This record from the Open Molecules 2025 dataset describes a cluster of 2 separate species, C4H12NO2 in total. The level of theory is ωB97M-V with the def2-TZVPD basis set.

XYZ file:
```
19
Properties=species:S:1:pos:R:3:forces:R:3:mulliken_charge:R:1
C -0.5314 -1.6972 0.0290 -0.14 -0.82 0.61 -1.020
C -0.7753 -0.8656 -1.2125 -0.18 0.26 -0.58 -0.403
N -1.2029 0.5142 -0.9379 0.03 -0.08 -0.01 -0.453
C -0.0697 1.3908 -0.6507 0.04 0.50 1.36 -0.424
C -0.0543 1.7950 0.8885 -0.60 -0.19 -0.19 -0.643
O -0.4520 0.7874 1.6805 0.33 -0.02 0.19 -0.834
H -0.0763 -2.6785 -0.1635 -0.08 0.11 -0.29 0.316
H 0.0664 -1.2100 0.7848 0.08 0.38 -0.10 0.285
H -1.4629 -1.8876 0.5806 -0.10 0.07 -0.37 0.286
H -1.5181 -1.3771 -1.8437 -0.09 0.14 0.11 0.243
H 0.0994 -0.7704 -1.8702 0.13 -0.29 0.25 0.355
H -1.6492 0.4687 -0.0212 -0.19 -0.05 0.14 0.286
H 0.8692 0.8564 -0.8280 0.12 0.22 -0.43 0.165
H -0.1236 2.3620 -1.1601 0.23 -0.34 -0.61 0.344
H -0.7294 2.6923 0.9719 0.06 0.06 -0.10 0.315
H 0.9668 2.2080 1.0918 0.07 -0.04 -0.08 0.261
H 1.8468 -0.5745 0.2394 -0.14 0.12 0.42 0.294
H 2.3915 -0.8496 1.6637 -0.40 0.32 -0.06 0.332
O 2.4049 -1.1643 0.7575 0.81 -0.35 -0.28 -0.707
```
Positions in Å, forces in eV/Å.

Results
- Molecular weight: 106.14 u
- Energy relative to the best compared isomer or geometry (same formula, charge and spin): 113.0 kJ/mol
- Max |F|: 1.4 eV Å⁻¹
- E: -9927.053 eV
- Kohn-Sham gap: 6.94 eV
- Net charge: -1

Record 4
This record from the Open Molecules 2025 dataset describes a structure of composition C37H43DyN11O2PS2. The level of theory is ωB97M-V with the def2-TZVPD basis set.

XYZ file:
```
97
Properties=species:S:1:pos:R:3:forces:R:3:mulliken_charge:R:1
Dy 0.7399 -0.0966 0.2887 0.12 0.84 -0.70 0.726
C -0.4166 -4.8715 -3.0308 0.16 -0.41 -0.56 -0.865
N -0.6512 -3.8487 -2.0487 0.14 0.67 0.32 0.450
C -1.5221 -3.9239 -1.0136 -0.26 0.30 0.41 -0.954
C -1.4246 -2.7420 -0.3328 -0.42 -0.29 -0.17 -0.511
N -0.4887 -1.9499 -0.9227 0.18 -0.15 -0.20 0.989
C -0.0405 -2.6422 -1.9676 0.17 0.23 -0.45 -0.418
P 1.0591 -2.0099 -3.2848 0.03 0.36 0.73 -0.545
C 0.5536 -0.2429 -3.2112 0.17 -0.32 0.15 -0.379
N 0.5947 0.5891 -2.1723 -0.04 -0.34 -0.35 0.759
C 0.2256 1.8005 -2.6635 -0.03 0.09 -0.23 -0.891
C -0.0447 1.7041 -4.0005 0.02 0.42 0.33 -0.919
N 0.1678 0.4091 -4.3339 0.09 -0.05 0.53 0.196
C 0.0240 -0.1726 -5.6420 -0.03 -0.35 -0.66 -0.845
C 2.5638 -1.8014 -2.2698 -0.32 0.09 -0.11 -0.286
N 2.6488 -1.1003 -1.1455 -0.11 -0.22 -0.33 0.760
C 3.9309 -1.2429 -0.7214 0.30 -0.12 -0.04 -0.758
C 4.6251 -2.0303 -1.6012 0.19 0.24 0.46 -0.636
N 3.7503 -2.3797 -2.5769 -0.39 0.34 0.33 0.241
C 4.0409 -3.1599 -3.7503 0.08 -0.33 -0.61 -0.839
H -1.0501 -5.7280 -2.8120 0.04 0.05 0.03 0.339
H 0.6267 -5.1897 -3.0103 -0.08 -0.03 0.03 0.301
H -0.6605 -4.5032 -4.0285 0.02 -0.05 0.05 0.357
H -2.1166 -4.7931 -0.8265 -0.14 -0.19 0.00 0.482
H -1.9868 -2.4094 0.5167 0.00 -0.07 0.19 0.537
H 0.2064 2.6747 -2.0433 0.02 0.19 0.07 0.868
H -0.3476 2.4406 -4.7161 -0.07 0.11 -0.15 0.469
H -0.2908 0.5947 -6.3462 0.01 -0.03 0.07 0.337
H -0.7226 -0.9683 -5.6260 0.03 0.11 -0.04 0.322
H 0.9757 -0.5903 -5.9754 -0.11 0.07 -0.03 0.336
H 4.2762 -0.7976 0.1914 0.07 0.04 0.12 0.517
H 5.6456 -2.3585 -1.6015 0.15 -0.06 -0.02 0.504
H 5.0643 -3.5266 -3.6951 -0.09 0.02 0.03 0.331
H 3.9350 -2.5471 -4.6479 0.06 -0.08 0.06 0.340
H 3.3598 -4.0088 -3.8243 0.10 0.02 0.01 0.294
C -1.9664 -0.7627 4.1695 0.26 -0.18 -0.24 -1.787
C -1.1238 -0.0847 3.1369 0.54 -0.90 -0.40 0.518
N -0.3252 -0.6949 2.3200 -0.25 0.55 0.80 1.051
N -0.2382 -2.0467 2.3154 -0.20 -1.01 -0.02 -1.016
C 0.8570 -2.4839 1.7007 -1.11 -0.01 1.35 0.178
O 1.8131 -1.7119 1.3750 0.62 0.48 -0.56 -0.576
C 0.8983 -3.9203 1.3699 0.17 -0.23 -0.09 0.334
C 1.8791 -4.3792 0.4920 -0.07 0.25 0.16 -0.235
C 1.8787 -5.6986 0.0807 -0.02 -0.13 -0.07 -0.747
C 0.9043 -6.5684 0.5485 0.00 0.00 -0.08 -0.480
C -0.0749 -6.1155 1.4211 0.00 -0.03 0.06 -0.794
C -0.0801 -4.7969 1.8336 0.16 0.04 0.03 -0.192
C -1.1566 1.3652 2.9750 -0.01 0.94 -0.05 0.843
C -1.9243 2.1707 3.8232 0.24 -0.44 -0.26 -0.921
C -1.9592 3.5348 3.6230 0.24 0.20 -0.36 -0.747
C -1.2086 4.0702 2.5844 -0.13 -0.07 0.29 -1.249
C -0.4381 3.2129 1.8165 0.04 -0.12 0.02 -0.323
N -0.4053 1.8938 1.9805 -0.07 -0.10 0.24 0.645
H -1.7658 -1.8289 4.1468 -0.03 -0.04 0.02 0.340
H -3.0236 -0.5970 3.9656 -0.09 0.05 0.02 0.351
H -1.7439 -0.3872 5.1656 0.00 0.06 0.09 0.434
H 2.6337 -3.6826 0.1542 0.09 0.03 -0.05 0.456
H 2.6400 -6.0586 -0.5966 0.09 -0.03 -0.02 0.505
H 0.9132 -7.6024 0.2393 -0.01 -0.11 -0.04 0.447
H -0.8341 -6.7942 1.7792 -0.04 -0.08 0.07 0.459
H -0.8303 -4.4279 2.5133 -0.11 0.02 0.06 0.460
H -2.4742 1.7267 4.6354 -0.10 -0.08 0.06 0.477
H -2.5502 4.1681 4.2657 -0.06 0.08 0.05 0.504
H -1.2102 5.1292 2.3885 0.06 0.15 -0.04 0.518
H 0.1980 3.6095 1.0318 -0.10 0.01 -0.03 0.602
O 2.2875 1.5808 0.5373 -0.28 -0.70 -0.52 -0.347
S 2.8082 2.7095 1.3942 1.21 0.47 0.30 0.192
C 4.1579 3.4951 0.4163 -0.28 0.09 0.20 -0.615
C 5.2837 3.7227 1.4079 0.06 -0.10 0.09 -0.680
C 5.4245 2.4136 2.1795 0.09 0.09 -0.06 -0.605
C 4.0180 1.9956 2.5928 -0.16 0.16 -0.02 -0.673
H 3.7895 4.4174 -0.0249 -0.13 -0.02 -0.07 0.417
H 4.4247 2.7862 -0.3674 -0.09 -0.11 0.01 0.290
H 5.0171 4.5375 2.0857 0.09 0.02 0.00 0.306
H 6.2124 3.9938 0.9034 -0.11 0.05 -0.01 0.379
H 6.0557 2.5418 3.0574 0.02 -0.09 0.00 0.376
H 5.8870 1.6588 1.5417 -0.04 -0.03 0.01 0.272
H 3.7515 2.4296 3.5546 -0.08 -0.04 0.06 0.489
H 3.8611 0.9186 2.6320 -0.18 0.00 -0.05 0.298
N -2.4171 3.1850 -0.4936 -0.36 -0.07 0.01 -0.063
C -2.9476 2.0281 -0.0718 0.38 0.11 0.09 -0.148
S -2.1531 0.5541 -0.2751 0.06 -0.50 -0.22 -0.260
N -4.1380 2.0247 0.5324 -0.13 -0.18 0.02 0.075
C -5.1118 3.0551 0.5501 -0.23 0.40 -0.01 0.151
C -5.7941 3.3068 1.7332 0.15 -0.04 -0.07 -0.508
C -6.7741 4.2818 1.7677 -0.05 0.00 -0.04 -0.652
C -7.0889 4.9934 0.6207 0.00 0.00 0.02 -0.471
C -6.4240 4.7242 -0.5640 0.02 0.08 0.03 -0.655
C -5.4333 3.7584 -0.6062 0.03 -0.15 0.07 -0.076
H -1.5336 3.1664 -0.9712 -0.19 -0.07 -0.02 0.049
H -2.9246 4.0512 -0.4086 0.03 0.05 0.01 0.339
H -4.4100 1.1327 0.9226 0.09 0.03 -0.14 0.289
H -5.5623 2.7256 2.6131 0.06 -0.02 0.14 0.442
H -7.2965 4.4822 2.6895 -0.08 0.00 0.09 0.399
H -7.8642 5.7418 0.6458 -0.08 0.10 0.01 0.413
H -6.6875 5.2579 -1.4635 -0.02 0.05 -0.10 0.398
H -4.9510 3.5134 -1.5407 0.06 -0.01 -0.10 0.515
```
Positions in Å, forces in eV/Å.

Results
- Molecular weight: 931.43 u
- Max |F|: 1.7 eV Å⁻¹
- ⟨S²⟩: 9.332
- Multiplicity: 6
- E: -114589.270 eV
- Kohn-Sham gap (spin up / spin down): 7.61 / 7.60 eV
- Net charge: +2